{"formula": "C4H6N2S", "method": "ωB97M-V with the def2-TZVPD basis set", "total_charge": 0, "homo_energy_ha": [-0.2756, -0.2898], "gap_ev": [6.41, 7.58], "molar_mass_g_mol": 114.17, "elements": ["C", "N", "C", "H", "C", "H", "N", "H", "H", "H", "H", "C", "S"], "positions_angstrom": [[2.451022, -0.036167, -0.220250], [2.173939, -1.262289, -0.346070], [-0.128264, -0.494558, 0.211468], [-0.516331, 1.539083, -0.115560], [-1.415889, -1.146660, 0.105529], [3.551028, 0.403818, -0.180641], [0.218008, 0.737456, 0.023203], [-1.850056, -1.656179, 0.882877], [-1.525068, -1.702487, -0.744838], [1.663411, 2.137250, -0.117813], [-3.349854, 0.363596, 0.912917], [1.573292, 1.063760, -0.041568], [-2.845243, 0.053371, -0.369255]], "atomic_forces_ev_per_a": [[2.0, 2.7, 0.3], [-1.3, 0.3, 0.4], [1.5, -1.0, 0.3], [1.5, -1.8, 0.4], [-1.0, 4.1, -0.9], [-1.6, -1.5, -0.1], [-1.1, 0.3, 0.1], [-0.1, -1.3, 2.2], [0.5, -2.0, -2.2], [1.1, -0.2, 0.0], [0.7, -0.4, -1.4], [-1.7, 0.3, -0.7], [-0.4, 0.5, 1.5]]}



{"formula": "C45H29N11OY", "method": "ωB97M-V with the def2-TZVPD basis set", "total_charge": 1, "homo_energy_ha": [-0.3307, -0.3327], "gap_ev": [4.91, 5.01], "molar_mass_g_mol": 828.71, "elements": ["H", "C", "H", "C", "C", "H", "H", "H", "C", "N", "C", "H", "C", "H", "C", "H", "C", "C", "C", "C", "C", "N", "H", "N", "C", "H", "N", "C", "C", "C", "C", "C", "N", "C", "H", "H", "H", "N", "N", "O", "H", "C", "C", "Y", "C", "C", "H", "C", "H", "C", "N", "H", "C", "C", "C", "H", "N", "C", "C", "N", "H", "C", "H", "C", "H", "H", "C", "C", "C", "H", "H", "C", "C", "C", "C", "H", "C", "C", "C", "H", "H", "H", "H", "C", "C", "N", "C"], "positions_angstrom": [[-2.182058, 5.279761, -2.644233], [-1.330586, 3.959956, -4.998854], [-1.092772, 5.002740, -5.170639], [-4.811355, -1.696368, 0.209930], [2.625342, -6.202246, 4.907776], [-0.524812, 0.881055, -7.442655], [-3.349349, 5.429598, 0.083866], [6.896074, 1.131145, 5.182786], [3.164017, -0.769263, 3.026103], [2.208267, -0.101224, 2.302217], [-5.227926, -4.035250, 0.707612], [5.618609, -0.918563, 4.605705], [2.250545, -2.942718, 3.023281], [-0.360453, -6.525579, 3.281744], [0.972681, -4.836072, 3.181212], [4.036431, 3.586100, 3.119289], [-0.724461, 2.989217, -5.774621], [-2.523628, 4.777819, 0.338439], [-3.906524, -4.246966, 1.062415], [-1.603948, 2.608186, 0.599877], [0.575271, -6.094945, 3.610331], [3.190701, -2.054057, 3.320443], [-3.628940, 2.962712, -0.038073], [-0.178620, 0.900611, 1.135286], [2.049793, 0.719704, -1.711096], [-3.468602, 5.373161, -3.843562], [-0.430199, 0.695658, -6.454323], [1.421758, -6.771970, 4.471160], [5.287402, 0.057147, 4.277937], [4.390995, 2.614395, 3.434245], [-2.688587, 3.406636, 0.260769], [-1.620682, -3.030693, 1.288113], [1.428441, -0.457762, -1.573420], [1.397290, 0.870793, -4.005192], [1.148251, -7.758890, 4.819016], [2.554036, 2.358696, -2.983843], [6.120768, 3.344769, 4.452306], [-1.235867, -1.744997, 1.003322], [0.067572, -1.013957, -4.889315], [-0.121995, -1.454074, -7.094492], [-3.241519, 1.976524, -3.051883], [-2.245673, 3.618470, -4.004812], [-1.040240, 1.647053, -5.588182], [0.891556, -1.048118, 0.736630], [0.483802, 2.073813, 1.370473], [-1.949356, 1.288228, -4.605797], [0.277028, -1.919324, -2.480742], [2.455438, 1.249318, 2.362157], [-2.221774, 0.250011, -4.466290], [-1.308397, 5.345184, 0.747113], [-2.403715, 0.286039, 0.417873], [3.934855, -4.488145, 4.837316], [5.548083, 2.468495, 4.180817], [-2.335566, -1.013946, 0.618515], [3.694088, 1.461625, 3.103154], [0.703625, 4.980029, 1.436927], [1.160269, -2.765429, 2.210407], [-5.674539, -2.776338, 0.286392], [-3.483796, -1.912043, 0.550069], [-0.897730, -3.985142, 1.840636], [-5.151058, -0.717344, -0.099054], [3.014185, -4.939833, 4.494734], [-5.932450, -4.854189, 0.761902], [2.039377, 1.412203, -2.906810], [2.566734, 1.117950, -0.843521], [-1.219134, 6.421964, 0.799421], [0.331583, -3.850173, 2.325964], [-2.917586, 4.691350, -3.194404], [-0.230633, 4.552813, 1.099303], [3.258366, -6.760121, 5.584451], [1.419911, 1.379041, -4.956523], [5.990064, 1.206505, 4.597079], [-3.038110, -3.169307, 0.970296], [-0.394598, 3.175408, 1.021466], [2.174443, -4.267494, 3.617338], [-3.557120, -5.212419, 1.401615], [-2.529899, 2.271377, -3.813883], [4.135051, 0.201123, 3.519115], [0.780587, -0.967749, -2.625123], [-3.616489, 4.264721, -2.477635], [-6.715483, -2.646471, 0.022679], [-0.012125, 3.266885, -6.542559], [0.033971, -2.020442, -4.820625], [-1.440189, 1.165780, 0.681013], [0.735879, -0.353352, -3.874042], [1.699310, 2.222383, 1.894097], [-0.163906, -0.621179, -6.217929]], "atomic_forces_ev_per_a": [[0.0, 0.0, 0.0], [0.0, 0.0, 0.0], [0.0, 0.0, 0.0], [0.0, 0.0, 0.0], [0.0, 0.0, 0.0], [0.0, 0.0, 0.0], [0.0, 0.0, 0.0], [0.0, 0.0, 0.0], [-0.1, -0.1, 0.0], [-0.1, -0.1, -0.1], [0.0, 0.0, 0.0], [0.0, 0.0, 0.0], [-0.1, 0.0, 0.0], [0.0, 0.0, 0.0], [0.0, 0.1, 0.0], [0.0, 0.0, 0.0], [0.0, 0.0, 0.0], [0.0, 0.0, 0.0], [0.0, 0.0, 0.0], [0.0, -0.1, 0.0], [0.0, -0.1, 0.0], [0.1, 0.0, 0.1], [0.0, 0.0, 0.0], [0.2, -0.3, -0.1], [0.0, 0.1, 0.1], [0.0, 0.0, 0.0], [0.0, 0.2, 0.0], [0.0, 0.0, 0.0], [0.0, 0.0, 0.0], [0.0, 0.0, 0.0], [0.0, 0.0, 0.0], [0.1, 0.0, 0.0], [-0.1, 0.0, 0.0], [0.0, 0.0, 0.0], [0.0, 0.0, 0.0], [0.0, 0.0, 0.0], [0.0, 0.0, 0.0], [0.2, 0.1, 0.1], [-0.1, 0.0, 0.0], [0.0, 0.1, 0.1], [0.0, 0.0, 0.0], [0.0, 0.0, 0.0], [0.0, 0.0, 0.0], [0.0, 0.1, 0.1], [-0.1, 0.0, 0.0], [0.0, 0.0, 0.0], [0.0, 0.0, 0.0], [-0.1, 0.0, 0.0], [0.0, 0.0, 0.0], [0.1, 0.0, 0.0], [-0.1, 0.0, 0.0], [0.0, 0.0, 0.0], [0.0, 0.0, 0.0], [0.0, 0.1, 0.0], [0.0, -0.1, 0.0], [0.0, 0.0, 0.0], [-0.1, 0.3, 0.0], [0.0, 0.0, 0.0], [0.0, -0.1, 0.0], [-0.1, 0.0, 0.0], [0.0, 0.0, 0.0], [0.0, 0.0, 0.0], [0.0, 0.0, 0.0], [0.0, -0.1, 0.0], [0.0, 0.0, 0.0], [0.0, 0.0, 0.0], [0.1, 0.0, 0.0], [0.0, 0.0, 0.0], [0.0, 0.1, 0.0], [0.0, 0.0, 0.0], [0.0, 0.0, 0.0], [0.0, 0.0, 0.0], [-0.1, 0.1, -0.1], [0.0, -0.1, 0.0], [0.0, 0.0, 0.0], [0.0, 0.0, 0.0], [0.0, 0.0, 0.0], [0.0, 0.1, 0.0], [0.0, -0.1, 0.0], [0.0, 0.0, 0.0], [0.0, 0.0, 0.0], [0.0, 0.0, 0.0], [0.0, 0.0, 0.0], [0.0, 0.1, 0.0], [0.1, 0.0, 0.1], [0.1, 0.0, 0.0], [0.1, -0.2, -0.1]]}



{"formula": "CH3F2NO2P", "method": "ωB97M-V with the def2-TZVPD basis set", "total_charge": -1, "homo_energy_ha": -0.1741, "gap_ev": 8.28, "molar_mass_g_mol": 130.01, "elements": ["H", "N", "F", "O", "C", "O", "H", "F", "H", "P"], "positions_angstrom": [[1.961960, 0.119626, -0.575688], [-2.399284, 1.514624, 0.160074], [3.238463, 0.505120, 0.784593], [-3.882371, -0.763493, 0.446100], [2.689910, -0.366788, -0.095647], [-1.556309, -0.732341, -0.905135], [2.235697, -1.107622, 0.566750], [3.649540, -0.911616, -0.859653], [-3.317879, 1.808054, 0.571660], [-2.619724, -0.065564, -0.093054]], "atomic_forces_ev_per_a": [[-2.5, 1.9, -2.7], [-1.4, -1.3, 0.1], [0.9, 0.8, 0.2], [2.3, 0.9, -1.0], [1.1, -2.2, 3.5], [-0.6, -0.1, 0.6], [0.1, -0.6, -0.5], [0.2, 0.0, -0.5], [1.0, -0.2, -0.2], [-1.2, 0.7, 0.5]]}